[1]
DFT (ωB97M-V with the def2-TZVPD basis set) results for 2 unconnected molecules or ions with the total composition C10H12BFNO3.

Element x y z (Å)
1 O 1.060 0.810 0.272
2 C 0.587 -0.112 -0.313
3 N 0.106 -1.032 -0.905
4 B 0.735 -1.400 -2.380
5 O -0.353 -1.286 -3.374
6 C 1.360 -2.923 -2.340
7 C 2.014 -3.290 -1.025
8 C 3.398 -3.793 -0.979
9 O 2.300 -4.672 -0.755
10 H 1.592 -0.574 -2.679
11 H -1.031 -1.906 -3.105
12 H 0.610 -3.691 -2.547
13 H 2.166 -2.963 -3.074
14 H 1.718 -2.708 -0.171
15 H 3.923 -3.968 -1.908
16 H 3.938 -3.521 -0.078
17 F -3.173 3.444 -0.280
18 C -2.586 3.259 0.923
19 C -3.087 3.951 2.008
20 C -2.484 3.763 3.243
21 C -1.404 2.901 3.370
22 C -0.919 2.217 2.261
23 C -1.514 2.396 1.020
24 H -3.927 4.620 1.879
25 H -2.862 4.293 4.109
26 H -0.938 2.760 4.336
27 H -0.075 1.550 2.348
28 H -1.155 1.875 0.144

Values from the calculation:
largest force on an atom = 0.0222 hartree/bohr
HOMO = -5.258 eV
net charge = -1

=====

[2]
DFT (ωB97M-V with the def2-TZVPD basis set) results for 2 unconnected molecules or ions with the total composition C4H7NO2.

Element x y z (Å)
1 N -1.557 -1.720 1.318
2 C -0.677 -1.970 0.315
3 O 0.021 -2.955 0.197
4 C -0.556 1.299 0.482
5 C 0.820 1.607 0.360
6 C 1.291 0.912 -0.903
7 O 1.361 2.292 -0.794
8 H -1.526 -2.337 2.117
9 H -1.798 -0.750 1.475
10 H -1.057 1.734 -0.404
11 H -0.689 -1.158 -0.437
12 H 1.512 1.550 1.198
13 H 0.582 0.514 -1.630
14 H 2.210 0.339 -0.783

Values from the calculation:
largest force on an atom = 0.0121 hartree/bohr
HOMO = -9.534 eV

=====

[3]
DFT (ωB97M-V with the def2-TZVPD basis set) results for 12 unconnected molecules or ions with the total composition C17H43N12O26S2.

Element x y z (Å)
1 C 3.381 -0.403 3.007
2 C 3.305 0.920 3.089
3 S 3.114 2.769 2.775
4 O 3.447 3.526 4.042
5 O 4.127 3.162 1.695
6 N 1.528 3.011 2.176
7 S 0.614 4.085 3.169
8 O 0.520 3.680 4.631
9 O 1.074 5.517 2.958
10 C -1.151 3.995 2.502
11 C -1.476 2.597 1.765
12 C -1.761 1.363 2.785
13 C -2.793 1.719 3.981
14 H 3.184 -1.510 2.720
15 H -1.278 4.841 1.710
16 H -1.891 4.259 3.352
17 H -2.453 2.749 1.142
18 H -0.677 2.247 1.017
19 H -0.807 0.876 3.198
20 H -2.286 0.541 2.142
21 H -3.356 0.736 4.263
22 H -3.590 2.506 3.703
23 H -2.166 2.011 4.910
24 C 1.500 1.303 -1.642
25 N 0.250 0.643 -1.183
26 O -0.096 0.844 -0.028
27 O -0.340 -0.055 -1.999
28 H 1.913 1.886 -0.818
29 H 2.193 0.518 -1.945
30 H 1.241 1.949 -2.481
31 C -1.742 -3.110 -2.682
32 N -1.731 -3.855 -1.396
33 O -1.513 -3.216 -0.378
34 O -1.943 -5.063 -1.454
35 H -1.542 -2.058 -2.482
36 H -0.966 -3.536 -3.315
37 H -2.730 -3.236 -3.127
38 C 0.368 -1.665 -6.364
39 N 0.379 -2.411 -5.077
40 O 0.595 -1.769 -4.058
41 O 0.169 -3.618 -5.135
42 H 0.566 -0.617 -6.162
43 H 1.147 -2.089 -6.997
44 H -0.619 -1.792 -6.809
45 C 7.366 2.636 2.552
46 N 8.321 1.508 2.388
47 O 8.855 1.071 3.400
48 O 8.502 1.098 1.249
49 H 7.304 2.894 3.609
50 H 7.748 3.477 1.972
51 H 6.396 2.305 2.179
52 C -0.565 6.398 6.405
53 N -1.815 5.751 6.885
54 O -2.151 5.964 8.045
55 O -2.417 5.050 6.083
56 H -0.140 6.986 7.218
57 H 0.121 5.606 6.101
58 H -0.828 7.038 5.563
59 C 0.918 9.377 3.199
60 N -0.331 8.735 3.682
61 O -0.665 8.952 4.843
62 O -0.934 8.035 2.885
63 H 1.347 9.966 4.009
64 H 1.601 8.582 2.896
65 H 0.655 10.016 2.355
66 C 1.535 0.255 6.587
67 N 0.779 -0.445 5.517
68 O -0.393 -0.131 5.360
69 O 1.387 -1.286 4.869
70 H 0.874 0.969 7.075
71 H 1.878 -0.501 7.294
72 H 2.375 0.766 6.115
73 C -6.206 -2.229 -3.468
74 N -4.895 -1.646 -3.858
75 O -4.038 -2.416 -4.275
76 O -4.771 -0.437 -3.732
77 H -6.173 -3.306 -3.631
78 H -6.365 -2.004 -2.414
79 H -6.970 -1.767 -4.092
80 C 3.284 0.945 -8.863
81 N 2.034 0.286 -8.401
82 O 1.687 0.488 -7.245
83 O 1.444 -0.412 -9.214
84 H 3.698 1.529 -8.042
85 H 3.977 0.160 -9.166
86 H 3.024 1.590 -9.703
87 C -1.149 -7.774 -3.265
88 N -1.889 -8.456 -4.359
89 O -3.065 -8.143 -4.522
90 O -1.268 -9.281 -5.017
91 H -1.820 -7.074 -2.769
92 H -0.810 -8.542 -2.569
93 H -0.307 -7.248 -3.715
94 C -3.622 -11.539 -3.263
95 N -2.812 -11.152 -2.078
96 O -3.419 -10.798 -1.076
97 O -1.591 -11.216 -2.196
98 H -4.678 -11.435 -3.018
99 H -3.348 -10.871 -4.081
100 H -3.382 -12.575 -3.501

Values from the calculation:
largest force on an atom = 0.1391 hartree/bohr
HOMO = -6.151 eV
net charge = -1